(1)
{"formula": "C29H26F6IrNO6S2Sb2Te", "method": "wB97M-V/def2-TZVPD", "e_homo_ha": [-0.288, -0.288], "de_lowest_kj_mol": 74.39, "e_tot_ha": -3875.08174, "gap_ev": [6.48, 6.48], "elements": ["Ir", "F", "C", "F", "F", "S", "O", "O", "N", "S", "O", "O", "C", "F", "F", "F", "C", "C", "C", "Sb", "C", "C", "C", "C", "C", "C", "C", "C", "C", "C", "C", "C", "Sb", "C", "C", "C", "C", "C", "C", "C", "C", "C", "C", "C", "C", "H", "H", "H", "H", "H", "H", "H", "H", "H", "H", "H", "H", "H", "H", "H", "H", "H", "H", "H", "H", "H", "H", "H", "H", "H", "H", "Te", "O", "O"], "coordinates": [[2.1754, 0.9436, 1.8387], [0.6318, -4.2777, 3.6953], [1.8129, -3.7080, 3.4958], [2.3857, -4.2497, 2.4258], [2.5877, -3.9140, 4.5553], [1.5720, -1.8983, 3.2448], [0.8023, -1.7612, 2.0369], [1.0163, -1.4036, 4.4614], [3.0510, -1.3079, 3.0672], [3.9346, -1.3619, 1.7516], [4.2759, 0.0228, 1.4269], [3.4731, -2.1894, 0.6766], [5.5181, -2.0865, 2.3407], [6.3534, -2.1586, 1.3156], [5.2845, -3.3063, 2.8120], [6.0447, -1.3358, 3.2943], [-1.5895, -1.4170, -0.0982], [-0.7527, -1.5687, -1.3670], [0.7572, -1.4529, -1.1664], [1.5840, 0.4251, -0.5432], [0.5232, 1.8760, -1.6495], [0.1278, 3.0999, -1.1244], [-0.5530, 3.9993, -1.9335], [-0.8352, 3.6814, -3.2551], [-0.4295, 2.4622, -3.7806], [0.2529, 1.5592, -2.9778], [3.3916, 0.4990, -1.6360], [4.0194, -0.6468, -2.1109], [5.2082, -0.5384, -2.8200], [5.7719, 0.7088, -3.0465], [5.1464, 1.8526, -2.5707], [3.9548, 1.7507, -1.8689], [-2.2543, 0.6107, 0.2556], [-3.2222, 0.1186, 2.0998], [-4.4955, 0.5913, 2.4077], [-5.0548, 0.3481, 3.6555], [-4.3416, -0.3589, 4.6134], [-3.0689, -0.8275, 4.3199], [-2.5130, -0.5908, 3.0692], [-3.9187, 0.4095, -1.0785], [-4.9132, -0.5502, -0.8997], [-5.9380, -0.6805, -1.8267], [-5.9751, 0.1437, -2.9442], [-4.9902, 1.1019, -3.1296], [-3.9688, 1.2377, -2.1966], [-1.0427, -1.7729, 0.7724], [-2.5049, -2.0038, -0.1832], [-1.0862, -0.8731, -2.1441], [-0.9229, -2.5687, -1.7791], [1.2737, -1.6366, -2.1118], [1.1262, -2.1775, -0.4416], [0.3250, 3.3446, -0.0889], [-0.8656, 4.9515, -1.5251], [-1.3688, 4.3876, -3.8784], [-0.6442, 2.2118, -4.8115], [0.5762, 0.6128, -3.3984], [3.6003, -1.6251, -1.9178], [5.6953, -1.4315, -3.1899], [6.7006, 0.7891, -3.5966], [5.5863, 2.8257, -2.7464], [3.4680, 2.6468, -1.4991], [-5.0620, 1.1467, 1.6681], [-6.0481, 0.7154, 3.8814], [-4.7757, -0.5439, 5.5875], [-2.5044, -1.3779, 5.0624], [-1.5178, -0.9680, 2.8549], [-4.8931, -1.1974, -0.0295], [-6.7086, -1.4267, -1.6781], [-6.7740, 0.0397, -3.6672], [-5.0181, 1.7482, -3.9982], [-3.2051, 1.9951, -2.3466], [0.2546, 2.0188, 2.9595], [2.3468, 2.8271, 1.5023], [1.1467, 3.4905, 1.9072]], "atomic_forces_ev_per_a": [[0.19, -0.12, 0.59], [-0.06, 0.00, 0.01], [0.10, 0.02, 0.02], [-0.01, -0.02, 0.00], [-0.02, -0.02, -0.01], [-0.05, 0.05, 0.00], [0.04, -0.25, -0.04], [0.15, -0.08, 0.01], [-0.27, 0.29, -0.27], [-0.31, 0.02, -0.16], [0.11, 0.09, 0.01], [0.08, -0.03, 0.11], [-0.05, -0.01, 0.14], [0.06, -0.01, -0.06], [0.02, -0.01, -0.01], [0.01, -0.01, 0.01], [0.03, -0.04, -0.06], [0.05, -0.01, 0.03], [0.03, 0.05, -0.03], [-0.24, -0.17, -0.21], [0.06, -0.03, 0.02], [-0.04, -0.03, -0.01], [0.03, 0.01, 0.01], [0.01, 0.00, 0.00], [-0.03, 0.00, 0.00], [0.00, 0.01, 0.00], [-0.01, 0.00, -0.02], [0.01, 0.05, 0.02], [-0.01, -0.02, 0.00], [0.00, -0.02, -0.02], [0.00, 0.03, -0.01], [0.00, -0.04, 0.04], [-0.05, -0.04, 0.04], [-0.01, 0.03, -0.07], [0.02, -0.03, 0.01], [-0.01, 0.01, -0.01], [0.00, -0.01, 0.01], [0.03, -0.02, 0.00], [-0.02, 0.04, 0.00], [0.03, 0.01, 0.12], [-0.02, 0.03, -0.07], [0.00, -0.03, 0.04], [0.01, 0.01, 0.00], [-0.01, 0.02, -0.02], [-0.02, -0.02, -0.01], [-0.03, -0.01, -0.02], [-0.02, 0.04, 0.04], [0.00, 0.00, -0.01], [0.03, 0.01, -0.03], [0.02, 0.01, 0.00], [-0.03, 0.03, 0.03], [0.03, 0.02, -0.02], [0.00, 0.01, 0.00], [0.00, 0.00, -0.01], [0.00, 0.01, 0.00], [0.01, 0.00, -0.01], [0.01, -0.04, 0.01], [0.01, 0.00, 0.00], [0.00, 0.00, 0.01], [0.00, 0.00, 0.00], [0.01, 0.01, 0.00], [-0.01, 0.00, 0.01], [0.00, 0.00, 0.00], [-0.01, 0.00, 0.00], [0.01, 0.00, 0.00], [0.00, -0.01, 0.02], [-0.01, 0.00, 0.00], [0.00, 0.00, 0.00], [0.00, 0.00, 0.00], [0.00, 0.00, 0.00], [-0.01, -0.01, 0.00], [0.12, -0.06, -0.21], [-0.01, 0.20, 0.00], [0.08, 0.08, 0.03]], "mulliken_charge": [1.4002, -0.1972, 0.5348, -0.1793, -0.2096, 1.0986, -0.4516, -0.6999, -0.6032, 1.2234, -0.8458, -0.5767, 0.3896, -0.1881, -0.1981, -0.2013, -0.9939, -0.6066, -0.8444, 0.3699, 0.5019, -0.5043, -0.4573, -0.6321, -0.6523, -0.5700, 0.8532, -0.4498, -0.8408, -0.4588, -0.7200, -0.5670, 0.5211, 0.0814, -0.4525, -0.5512, -0.4628, -0.6679, -0.2455, -0.0077, -0.2412, -0.6731, -0.3853, -0.4774, -0.3557, 0.2526, 0.6082, 0.2236, 0.5088, 0.7913, 0.4625, 0.6361, 0.4204, 0.3892, 0.4150, 0.4295, 0.3174, 0.4130, 0.3972, 0.4101, 0.4052, 0.4005, 0.3861, 0.3788, 0.4499, 0.4092, 0.3899, 0.3732, 0.3761, 0.4060, 0.2608, 0.0872, -0.4059, -0.3977]}

***

(2)
{"formula": "C29H26F8N3S", "method": "wB97M-V/def2-TZVPD", "total_charge": 1, "e_homo_ha": -0.363, "de_lowest_kj_mol": 70.51, "e_tot_ha": -2481.79186, "gap_ev": 4.03, "elements": ["F", "C", "F", "F", "C", "C", "C", "N", "C", "S", "N", "C", "C", "C", "C", "C", "N", "C", "C", "C", "F", "F", "F", "C", "H", "H", "H", "H", "H", "H", "H", "H", "H", "H", "H", "H", "H", "H", "H", "F", "C", "C", "C", "C", "C", "C", "C", "C", "C", "C", "C", "F", "C", "C", "C", "C", "H", "H", "H", "H", "H", "H", "H", "H", "H", "H", "H"], "coordinates": [[7.2733, -3.3473, 0.2246], [6.5705, -3.4461, 1.3996], [6.1981, -4.7502, 1.5379], [7.4503, -3.1635, 2.4157], [5.4007, -2.4973, 1.4175], [4.1128, -2.9672, 1.6520], [3.0336, -2.0644, 1.6688], [1.7705, -2.5714, 2.0071], [0.5416, -1.9462, 1.9139], [0.2848, -0.4077, 1.3311], [-0.4713, -2.7720, 2.3432], [-1.8261, -2.2555, 2.6404], [-2.4213, -1.6481, 1.3776], [-2.7731, -2.6616, 0.2619], [-4.0614, -2.1036, -0.3736], [-4.5639, -0.9746, 0.5562], [-3.5652, -0.8690, 1.5768], [3.2641, -0.7251, 1.3777], [4.5686, -0.2698, 1.1972], [4.8185, 1.2045, 1.0523], [5.7681, 1.4744, 0.1040], [3.6874, 1.8881, 0.6905], [5.2540, 1.7515, 2.2309], [5.6559, -1.1406, 1.2164], [3.9367, -4.0287, 1.8142], [1.7469, -3.5314, 2.3513], [-0.1884, -3.5375, 2.9591], [-2.4438, -3.1009, 2.9677], [-1.7847, -1.5072, 3.4463], [-1.6247, -0.9417, 0.9851], [-1.9333, -2.7342, -0.4407], [-2.9587, -3.6463, 0.7136], [-3.8422, -1.7051, -1.3706], [-4.8326, -2.8749, -0.4588], [-4.6757, -0.0239, 0.0090], [-5.5502, -1.2222, 0.9851], [-3.5934, -0.1344, 2.2725], [2.4414, -0.0049, 1.3047], [6.6681, -0.7699, 1.0825], [1.9673, 4.8732, -3.1274], [2.0288, 3.5082, -2.9594], [3.2824, 2.8930, -2.9629], [3.3349, 1.5008, -2.7814], [2.1811, 0.7730, -2.5308], [0.9143, 1.4187, -2.4531], [-0.2535, 0.7376, -2.0233], [-1.5365, 1.3157, -2.0783], [-2.3616, 1.4375, -0.9792], [-3.5587, 2.2303, -0.9500], [-4.1372, 2.7346, -2.1457], [-5.3020, 3.4865, -2.0573], [-5.8643, 3.9589, -3.2197], [-5.9306, 3.7874, -0.8516], [-5.3353, 3.3239, 0.3305], [-4.1764, 2.5581, 0.2875], [0.8502, 2.8117, -2.7605], [4.1777, 3.4868, -3.1272], [4.3025, 0.9943, -2.8066], [2.2220, -0.3090, -2.3761], [-0.1347, -0.2503, -1.5750], [-1.8629, 1.7416, -3.0317], [-2.0166, 1.0098, -0.0348], [-3.6850, 2.5315, -3.1150], [-6.8445, 4.3747, -0.8430], [-5.7856, 3.5594, 1.2951], [-3.7025, 2.2108, 1.2103], [-0.1096, 3.3275, -2.7743]], "atomic_forces_ev_per_a": [[-0.63, -0.09, 1.12], [0.99, -0.56, 0.04], [0.28, 1.09, -0.11], [-0.82, -0.30, -1.02], [-0.15, 0.00, 0.03], [-0.06, 0.37, -0.04], [0.56, -0.23, -0.12], [-0.83, 0.23, -0.15], [0.04, -1.34, 0.42], [0.83, 0.62, 0.22], [0.18, 0.50, 0.52], [-0.01, -0.05, -0.34], [2.01, 0.59, -1.47], [-0.10, 0.18, 0.79], [-0.01, 0.12, -0.12], [-0.56, 0.13, -0.16], [-1.60, 0.38, 1.34], [0.24, 0.81, 0.02], [0.24, -0.58, -0.01], [0.12, 0.93, 0.09], [-0.74, -0.15, 0.76], [0.91, -0.47, 0.22], [-0.36, -0.44, -1.18], [-0.34, 0.10, 0.04], [0.10, 0.19, 0.02], [0.17, 0.47, -0.26], [-0.11, 0.35, -0.45], [0.19, 0.16, 0.04], [0.05, -0.13, -0.15], [-1.24, -1.61, 0.27], [-0.30, -0.19, 0.10], [0.12, 0.13, -0.23], [-0.20, -0.13, 0.12], [0.23, 0.13, -0.20], [-0.14, -0.31, -0.04], [0.21, 0.09, -0.21], [0.05, -0.29, -0.33], [0.72, -0.59, 0.25], [-0.13, -0.12, -0.01], [0.06, -1.61, 0.08], [-0.34, 1.05, -0.05], [-0.52, -0.48, -0.02], [0.11, 0.06, 0.01], [-0.24, -0.09, 0.33], [0.38, 0.24, -0.91], [0.53, 0.13, 0.14], [-1.25, 0.00, 0.19], [0.99, -0.54, -0.52], [-1.16, 0.92, -0.07], [-0.15, -0.01, 0.57], [-0.18, 0.12, -0.89], [0.59, -0.49, 1.15], [0.51, -0.28, 0.19], [-0.09, 0.02, -0.20], [0.50, -0.21, -0.41], [0.24, -0.03, 0.20], [-0.16, -0.10, 0.08], [-0.36, 0.19, -0.01], [0.09, 0.39, 0.05], [0.13, 0.26, 0.30], [0.47, 0.36, 0.39], [-0.15, 0.02, -0.11], [-0.32, 0.15, 0.18], [0.19, -0.10, -0.03], [0.10, -0.05, -0.31], [-0.24, 0.08, -0.30], [0.37, 0.01, 0.11]], "nbo_charge": [-0.3209, 0.9776, -0.3194, -0.3185, -0.1207, -0.1900, 0.1324, -0.5733, 0.3228, -0.2451, -0.5871, -0.2178, -0.0813, -0.4067, -0.4138, -0.2019, -0.6779, -0.1804, -0.1432, 0.9767, -0.3263, -0.3310, -0.3148, -0.1621, 0.2364, 0.4028, 0.3937, 0.2167, 0.2028, 0.1878, 0.2080, 0.2070, 0.2026, 0.2256, 0.1651, 0.1881, 0.3863, 0.2660, 0.2516, -0.3074, 0.3820, -0.1445, -0.2109, -0.1090, -0.0875, 0.1328, -0.3322, 0.0009, -0.1215, -0.2166, 0.3933, -0.3152, -0.2116, -0.1819, -0.1608, -0.1975, 0.2609, 0.2504, 0.2357, 0.2467, 0.2393, 0.2398, 0.2289, 0.2540, 0.2383, 0.2274, 0.2482]}